A structure of composition C33H20BrF9IO6PS5SbV. Source: OMol25; level of theory: ωB97M-V/def2-TZVPD.

⟨S²⟩: 0.859
orbital gap (spin up / spin down): 5.6967 / 5.7698 eV
total charge: +1
LUMO (spin up / spin down): -5.6 / -5.8 eV
2S+1: 2

Last column: Löwdin charge in e.
Cartesian coordinates (Å):
1 V 1.606671 0.940772 0.221006  0.15
2 O 1.226804 -0.835301 0.967145  -0.48
3 S 1.815047 -0.470750 2.303240  0.58
4 O 1.060245 -0.940185 3.410004  -0.21
5 O 1.905750 1.030347 2.180232  -0.39
6 C 3.498222 -1.017716 2.465640  -0.21
7 C 3.871846 -1.383006 3.747786  -0.03
8 C 5.206211 -1.645426 4.026580  -0.03
9 C 6.169359 -1.499167 3.045678  -0.02
10 C 5.808767 -1.133403 1.752674  -0.02
11 C 4.476793 -0.917354 1.450802  -0.21
12 S 4.093569 -0.590820 -0.246848  0.55
13 O 3.191527 -1.625159 -0.662525  -0.38
14 O 5.275865 -0.489365 -1.034274  -0.22
15 O 3.354423 0.772178 -0.159658  -0.53
16 H 3.108789 -1.465153 4.510185  0.12
17 H 5.494857 -1.945604 5.024801  0.12
18 H 7.211823 -1.683523 3.270866  0.12
19 H 6.537998 -1.010934 0.963131  0.12
20 S 4.104304 3.761735 -2.427157  -0.05
21 Sb 1.950367 3.335596 -2.376197  0.61
22 S 1.302708 0.479547 -1.999979  0.04
23 S 1.474319 3.091600 0.067764  0.23
24 F -4.861185 -3.919588 -1.977615  0.15
25 C -4.114654 -3.945902 -0.866381  -0.59
26 F -4.924017 -4.240587 0.163360  0.16
27 F -3.241020 -4.962466 -0.986677  0.14
28 C -3.394283 -2.645622 -0.634644  -0.11
29 C -3.720107 -1.510484 -1.356539  0.02
30 C -3.000781 -0.338246 -1.154738  -0.07
31 C -1.965132 -0.292202 -0.221871  -0.34
32 C -1.718586 -1.422628 0.564299  -0.09
33 C -2.420033 -2.595404 0.351242  -0.01
34 P -0.920598 1.190092 0.095411  1.01
35 C -1.769633 1.861262 1.572032  -0.33
36 C -1.127237 2.030661 2.790842  -0.04
37 C -1.843514 2.443817 3.908615  0.02
38 C -3.198829 2.689624 3.801919  -0.10
39 C -3.851224 2.533982 2.584806  0.02
40 C -3.141733 2.114543 1.478922  -0.06
41 C -3.978733 3.162485 4.999767  -0.59
42 F -4.084978 4.502843 5.003483  0.15
43 F -3.392532 2.803657 6.150155  0.15
44 F -5.224784 2.664551 5.001687  0.15
45 C -1.432117 2.354266 -1.236800  -0.41
46 C -1.687100 3.687754 -0.918681  -0.10
47 C -2.028946 4.596095 -1.906062  0.01
48 C -2.079711 4.189655 -3.230290  -0.11
49 C -1.798563 2.878640 -3.571772  0.00
50 C -1.488132 1.963535 -2.575456  -0.16
51 C -2.544809 5.169566 -4.275120  -0.59
52 F -3.864889 5.390076 -4.154494  0.16
53 F -1.929027 6.354725 -4.147190  0.15
54 F -2.323535 4.723167 -5.518901  0.15
55 H -4.520196 -1.540035 -2.083320  0.13
56 H -3.271141 0.534103 -1.730140  0.10
57 H -0.964902 -1.395655 1.338524  0.09
58 H -2.200080 -3.481348 0.935311  0.13
59 H -0.070866 1.848402 2.888782  0.08
60 H -1.342163 2.569848 4.858768  0.13
61 H -4.911991 2.737899 2.512534  0.13
62 H -3.657579 1.985967 0.534330  0.12
63 H -1.629940 4.017886 0.110693  0.11
64 H -2.269406 5.620743 -1.648962  0.14
65 H -1.838636 2.569128 -4.607724  0.13
66 H -1.311399 0.939932 -2.855228  0.07
67 Br 1.164125 -4.160103 0.265569  0.84
68 C 2.031923 -4.397742 -1.385773  -0.71
69 C 2.786847 -5.545100 -1.569820  -0.10
70 C 3.455182 -5.758607 -2.768659  -0.04
71 C 3.368706 -4.835407 -3.799021  -0.05
72 C 2.603349 -3.695503 -3.636910  -0.12
73 C 1.937073 -3.494315 -2.438790  -0.60
74 I 0.656137 -1.816843 -2.335285  1.37
75 H 2.842490 -6.271804 -0.770694  0.11
76 H 4.051595 -6.654286 -2.885489  0.12
77 H 3.898179 -4.997847 -4.728047  0.12
78 H 2.516864 -2.970123 -4.434889  0.11

Forces on atoms 1 to 3 (eV/Å):
V -1.280 1.757 -0.304
O 0.508 -0.564 0.569
S -0.184 -0.620 1.034

---

An isolated molecule of C23H26N2O5. Source: OMol25; level of theory: ωB97M-V/def2-TZVPD.

orbital gap: 8.8612 eV
LUMO: 0.8 eV
SMILES string: COc1ccc(CCNC(=O)c2cc(COc3c(C)cccc3C)on2)c(OC)c1

Last column: Löwdin charge in e.
Cartesian coordinates (Å):
1 C -0.169454 -3.535811 0.774574  -0.10
2 O 0.749649 -3.015614 -0.153893  -0.09
3 C 1.685047 -2.128497 0.296636  -0.28
4 C 1.737267 -1.615726 1.582965  -0.03
5 C 2.746725 -0.723259 1.910902  -0.04
6 C 3.713881 -0.343147 1.003181  -0.18
7 C 4.748130 0.690693 1.351160  -0.11
8 C 4.443575 2.002087 0.605483  -0.15
9 N 3.040857 2.331819 0.694904  0.08
10 C 2.195250 2.116323 -0.333158  -0.44
11 O 2.531863 1.893439 -1.479458  0.08
12 C 0.765604 2.224274 0.056109  -0.18
13 C -0.345585 2.356876 -0.811801  0.07
14 C -1.417199 2.380200 0.035503  -0.21
15 C -2.887931 2.514605 -0.206342  -0.11
16 O -3.375070 1.553241 -1.117380  -0.06
17 C -3.783632 0.344350 -0.557261  -0.18
18 C -2.996457 -0.794350 -0.743078  -0.18
19 C -1.695485 -0.724713 -1.482589  -0.02
20 C -3.448379 -2.002747 -0.230025  -0.05
21 C -4.640669 -2.081158 0.464414  -0.08
22 C -5.416542 -0.949537 0.627233  -0.05
23 C -5.009395 0.272723 0.110067  -0.20
24 C -5.893504 1.477461 0.248991  -0.03
25 O -0.979980 2.264537 1.301449  0.03
26 N 0.366041 2.174528 1.305815  0.12
27 C 3.656553 -0.865947 -0.300695  -0.23
28 O 4.643042 -0.470035 -1.146198  -0.09
29 C 4.499987 -0.748571 -2.518719  -0.07
30 C 2.641738 -1.742934 -0.642929  0.07
31 H 0.339830 -4.034430 1.605776  0.10
32 H -0.831930 -2.758197 1.169010  0.09
33 H -0.759147 -4.269481 0.226503  0.09
34 H 1.007123 -1.883031 2.329009  0.10
35 H 2.772971 -0.314702 2.910972  0.12
36 H 4.737949 0.867232 2.428368  0.11
37 H 5.741271 0.349005 1.058308  0.12
38 H 4.667962 1.884175 -0.455618  0.12
39 H 5.039657 2.822024 1.016222  0.12
40 H 2.627101 2.390446 1.614526  0.13
41 H -0.328756 2.423242 -1.877615  0.13
42 H -3.085408 3.490340 -0.665823  0.15
43 H -3.401835 2.458380 0.759711  0.13
44 H -1.720768 0.071342 -2.221657  0.08
45 H -1.485522 -1.670305 -1.975835  0.09
46 H -0.874526 -0.523085 -0.793125  0.08
47 H -2.855282 -2.891162 -0.385930  0.10
48 H -4.973503 -3.027635 0.863881  0.10
49 H -6.360973 -1.010340 1.148270  0.11
50 H -6.938229 1.180866 0.187594  0.08
51 H -5.742471 1.962789 1.214394  0.09
52 H -5.685614 2.197329 -0.539066  0.08
53 H 4.535345 -1.824050 -2.720465  0.09
54 H 5.345058 -0.264147 -3.005672  0.10
55 H 3.568028 -0.326079 -2.903594  0.10
56 H 2.555746 -2.155647 -1.634020  0.12

Forces on atoms 1 to 3 (eV/Å):
C -0.131 -0.067 0.176
O 0.293 0.187 -0.187
C 0.085 0.083 0.085

---

Calculated relative energy (zero: lowest compared OMol25 entry of this formula, charge and spin), 241.8, 389.8 kJ/mol (same order as the records).